# 1
A molecular structure, C30H33Cl2N5PtSb2Se, computed with ωB97M-V/def2-TZVPD.

ORCA input file:
```
! wB97M-V def2-TZVPD RIJCOSX def2/J DEFGRID3
* xyz 4 1
Pt -0.56 -2.60 -1.23
C 3.50 4.53 1.07
Sb 2.10 3.09 1.77
C 3.45 1.95 2.96
C 1.35 4.42 3.70
C 1.20 5.80 3.51
C 2.36 6.63 3.62
C 2.27 7.99 3.56
C 1.02 8.64 3.33
C -0.12 7.91 3.19
C -0.11 6.48 3.31
C -1.31 5.80 3.33
Sb -2.06 5.52 0.97
C -4.10 5.65 1.52
C -1.87 7.55 0.37
H 4.05 4.98 1.90
H 3.01 5.30 0.48
H 4.23 4.01 0.44
H 4.16 2.58 3.49
H 4.01 1.31 2.28
H 2.91 1.33 3.67
H 2.30 4.17 4.17
H 0.52 3.81 4.04
H 3.31 6.15 3.81
H 3.16 8.60 3.70
H 1.00 9.72 3.28
H -1.07 8.40 3.03
H -2.20 6.40 3.51
H -1.37 4.78 3.70
H -4.28 6.46 2.22
H -4.47 4.71 1.94
H -4.66 5.87 0.60
H -2.45 8.20 1.01
H -2.28 7.61 -0.64
H -0.83 7.87 0.34
C -1.17 -6.75 -0.11
C -1.41 -5.40 -0.37
N -0.43 -4.57 -0.70
C 0.84 -5.06 -0.79
C 1.16 -6.39 -0.53
C 0.11 -7.25 -0.17
C 2.54 -6.79 -0.65
C 3.49 -5.92 -1.05
C 3.17 -4.56 -1.36
C 4.08 -3.59 -1.82
C 3.64 -2.32 -2.10
C 2.30 -2.00 -1.93
N 1.42 -2.89 -1.49
C 1.84 -4.15 -1.22
H -2.01 -7.39 0.14
H -2.40 -4.98 -0.30
H 0.30 -8.29 0.04
H 2.79 -7.82 -0.43
H 4.52 -6.25 -1.15
H 5.12 -3.86 -1.96
H 4.32 -1.57 -2.47
H 1.91 -1.01 -2.17
Se -2.07 -2.02 -5.12
N -3.75 -2.38 -4.79
C -3.90 -2.45 -3.48
C -5.08 -2.76 -2.74
C -4.98 -2.83 -1.38
C -3.74 -2.62 -0.72
N -2.63 -2.31 -1.36
C -2.72 -2.22 -2.72
N -1.61 -1.95 -3.40
H -6.01 -2.96 -3.26
H -5.84 -3.07 -0.77
H -3.68 -2.70 0.36
Cl 0.27 -0.66 1.05
C -0.84 -1.19 2.35
Cl -2.48 -0.61 2.06
H -0.47 -0.77 3.28
H -0.83 -2.27 2.36
*
```

Computed properties:
LUMO level (spin up / spin down)   -12.6 / -12.7 eV
Orbital gap (spin up / spin down)   5.26 / 5.18 eV

=====

# 2
A molecular structure, C4H4O in a non-equilibrium geometry, computed with ωB97M-V/def2-TZVPD.

ORCA input file:
```
! wB97M-V def2-TZVPD RIJCOSX def2/J DEFGRID3
* xyz 0 1
C -1.26 -0.47 -0.36
C 0.02 -0.77 1.16
C -0.75 0.40 -1.10
C 1.07 -0.08 0.97
O -1.20 -1.13 0.75
H -0.99 0.58 -2.16
H 0.15 0.97 -0.93
H 1.94 -0.22 1.53
H 0.99 0.71 0.14
*
```

Computed properties:
LUMO level (spin up / spin down)   0.0 / 0.0 eV
Orbital gap (spin up / spin down)   8.69 / 8.66 eV

=====

# 3
9 unconnected molecules or ions with the total composition C20H46N4O9S2 in a non-equilibrium geometry, computed with ωB97M-V/def2-TZVPD.

ORCA input file:
```
! wB97M-V def2-TZVPD RIJCOSX def2/J DEFGRID3
* xyz 0 1
C -0.82 -1.59 -6.28
C -0.63 -1.03 -4.88
O 0.66 -0.45 -4.81
H -0.21 -1.02 -6.98
H -1.86 -1.65 -6.60
H -0.42 -2.61 -6.33
H -0.73 -1.82 -4.13
H -1.41 -0.29 -4.66
H 0.87 -0.27 -3.88
C 0.22 3.59 1.42
C 0.12 4.63 2.51
O -0.54 5.82 2.03
H 0.30 4.05 0.43
H -0.57 2.86 1.48
H 1.17 3.04 1.47
H 1.09 4.96 2.88
H -0.41 4.24 3.37
H -1.43 5.88 2.38
C 0.26 0.31 0.08
C 0.34 -0.47 -1.22
O 1.29 0.08 -2.14
H 0.91 -0.14 0.83
H -0.74 0.27 0.50
H 0.55 1.35 -0.03
H -0.64 -0.44 -1.70
H 0.57 -1.53 -1.08
H 2.03 0.44 -1.65
C -0.68 0.58 6.04
C -0.45 0.52 4.61
N -0.31 0.44 3.47
H -0.45 -0.37 6.52
H -1.74 0.80 6.19
H -0.06 1.32 6.55
C 0.01 -4.61 -2.98
C -0.79 -3.84 -2.04
N -1.42 -3.24 -1.29
H 1.04 -4.24 -2.91
H -0.33 -4.50 -4.00
H 0.05 -5.67 -2.73
C -0.96 2.71 -4.29
C -1.26 2.43 -2.88
N -1.43 2.14 -1.79
H -0.59 3.72 -4.41
H -1.89 2.63 -4.85
H -0.20 2.00 -4.60
C 2.77 -2.20 0.91
C 2.84 -2.43 2.35
N 2.87 -2.63 3.48
H 1.76 -2.44 0.59
H 3.52 -2.79 0.37
H 2.96 -1.14 0.73
O -6.56 -0.20 0.04
S -5.27 -0.28 0.67
O -4.86 0.73 1.58
O -5.16 -1.62 1.49
C -5.77 -2.80 0.89
C -5.03 -4.01 1.41
C -3.99 -0.51 -0.53
H -5.74 -2.71 -0.19
H -6.81 -2.84 1.21
H -5.21 -4.87 0.77
H -5.37 -4.30 2.40
H -3.95 -3.85 1.46
H -4.28 -1.37 -1.14
H -3.12 -0.71 0.09
H -3.98 0.36 -1.18
O 3.60 0.93 -0.80
S 4.52 1.53 0.08
O 4.75 2.93 0.01
O 4.05 1.14 1.54
C 4.39 2.02 2.63
C 3.64 1.53 3.85
C 6.03 0.65 -0.03
H 4.03 3.02 2.40
H 5.46 2.01 2.84
H 4.10 0.64 4.29
H 2.60 1.29 3.61
H 3.73 2.30 4.63
H 6.49 0.91 -0.98
H 5.85 -0.40 0.15
H 6.68 1.05 0.76
*
```

Computed properties:
SMILES   CCOS(C)(=O)=O.CCOS(C)(=O)=O.CC#N.CC#N.CC#N.CC#N.CCO.CCO.CCO
LUMO level   0.3 eV
Orbital gap   10.05 eV

=====

# 4
A molecular structure, C9H10O2S in a non-equilibrium geometry, computed with ωB97M-V/def2-TZVPD.

ORCA input file:
```
! wB97M-V def2-TZVPD RIJCOSX def2/J DEFGRID3
* xyz 0 1
C -2.63 0.97 0.68
C -2.92 0.18 -0.53
C -1.41 1.45 0.90
C -1.89 -0.48 -1.06
C -0.32 1.03 0.02
C -0.51 -0.33 -0.63
C 0.43 -1.23 -0.78
C 2.21 -0.76 -0.24
C 2.37 -1.20 1.25
O 0.95 1.26 0.55
O 2.18 1.49 -1.66
S 2.32 1.03 -0.26
H -3.37 1.04 1.37
H -3.97 -0.11 -0.79
H -1.17 2.23 1.61
H -2.00 -1.24 -1.78
H -0.39 1.61 -0.88
H 0.39 -2.04 -1.60
H 2.77 -1.24 -0.95
H 3.33 -0.75 1.51
H 2.10 -2.29 1.40
H 1.53 -0.62 1.86
*
```

Computed properties:
LUMO level   0.2 eV
Orbital gap   8.68 eV